Density functional theory data (ωB97M-V with the def2-TZVPD basis set) for a 2-piece molecular cluster, C24H50N4P overall.

Properties
Molecular weight, g mol⁻¹: 425.7
Total charge: +1

Each atom is followed by the atoms it is bonded to, with distances in Å.
CARTESIAN COORDINATES (ANGSTROEM)
1 C -2.07 3.43 -2.38  C2 1.654, H25 1.174, H26 1.173, H27 1.189
2 C -2.25 2.30 -3.58  C1 1.654, C3 1.647, H28 1.191, H29 1.188
3 C -1.45 0.90 -3.27  C2 1.647, C4 1.644, H30 1.177, H31 1.171
4 C -2.39 -0.19 -2.47  C3 1.644, C5 1.668, H32 1.194, H33 1.182
5 C -1.52 -1.43 -1.79  C4 1.668, C6 1.658, H34 1.184, H35 1.192
6 C -0.96 -2.50 -2.92  C5 1.658, C7 1.672, H36 1.190, H37 1.193
7 C 0.53 -3.11 -2.45  C6 1.672, C8 1.642, H38 1.189, H39 1.174
8 C 1.66 -1.92 -2.41  C7 1.642, C9 1.640, H40 1.194, H41 1.171
9 C 2.52 -1.83 -1.01  C8 1.640, C10 1.644, H42 1.193, H43 1.192
10 C 1.61 -1.68 0.35  C9 1.644, C11 1.673, H44 1.194, H45 1.191
11 C 1.52 -0.10 0.88  C10 1.673, N12 1.513, H46 1.170, H47 1.194
12 N 1.31 -0.05 2.38  C11 1.513, C13 1.373, H48 1.059
13 C 0.15 0.46 2.93  N12 1.373, N14 1.513, N19 1.542
14 N -1.02 1.02 2.17  C13 1.513, C15 1.542, H49 1.043
15 C -2.26 0.59 2.99  N14 1.542, C16 1.639, H50 1.190, H51 1.170
16 C -3.65 0.62 2.13  C15 1.639, C17 1.639, C18 1.650, H52 1.189
17 C -3.92 1.99 1.27  C16 1.639, H53 1.193, H54 1.178, H55 1.190
18 C -3.76 -0.70 1.14  C16 1.650, H56 1.192, H57 1.191, H58 1.185
19 N 0.10 0.49 4.47  C13 1.542, P20 1.783, H59 1.044
20 P 1.31 1.71 4.94  N19 1.783, C21 1.910, C23 1.922
21 C 1.43 1.94 6.84  P20 1.910, C22 1.644, H60 1.180, H61 1.185
22 C 0.05 1.64 7.66  C21 1.644, H62 1.173, H63 1.185, H64 1.185
23 C 0.98 3.38 4.04  P20 1.922, C24 1.667, H65 1.182, H66 1.180
24 C -0.64 3.74 3.91  C23 1.667, H67 1.174, H68 1.178, H69 1.183
25 H -1.37 3.07 -1.52  C1 1.174
26 H -3.10 3.73 -1.89  C1 1.173
27 H -1.58 4.42 -2.82  C1 1.189
28 H -3.42 2.14 -3.76  C2 1.191
29 H -1.81 2.79 -4.56  C2 1.188
30 H -1.10 0.39 -4.27  C3 1.177
31 H -0.50 1.14 -2.62  C3 1.171
32 H -2.88 0.41 -1.56  C4 1.194
33 H -3.31 -0.59 -3.10  C4 1.182
34 H -0.65 -0.96 -1.13  C5 1.184
35 H -2.30 -2.04 -1.12  C5 1.192
36 H -0.91 -2.02 -4.01  C6 1.190
37 H -1.73 -3.41 -2.94  C6 1.193
38 H 0.84 -3.97 -3.22  C7 1.189
39 H 0.36 -3.61 -1.40  C7 1.174
40 H 2.46 -2.11 -3.28  C8 1.194
41 H 1.12 -0.90 -2.63  C8 1.171
42 H 3.24 -2.78 -1.00  C9 1.193
43 H 3.25 -0.90 -1.13  C9 1.192
44 H 2.21 -2.25 1.21  C10 1.194
45 H 0.53 -2.17 0.25  C10 1.191
46 H 0.77 0.55 0.25  C11 1.170
47 H 2.61 0.35 0.69  C11 1.194
48 H 2.08 -0.41 3.01  N12 1.059
49 H -1.17 0.56 1.24  N14 1.043
50 H -2.07 -0.54 3.31  C15 1.190
51 H -2.39 1.21 3.97  C15 1.170
52 H -4.53 0.51 2.92  C16 1.189
53 H -5.02 2.38 1.54  C17 1.193
54 H -3.10 2.81 1.47  C17 1.178
55 H -3.98 1.66 0.13  C17 1.190
56 H -4.11 -1.68 1.72  C18 1.192
57 H -2.66 -0.95 0.75  C18 1.191
58 H -4.49 -0.52 0.22  C18 1.185
59 H 0.30 -0.46 4.86  N19 1.044
60 H 1.79 3.03 7.11  C21 1.180
61 H 2.29 1.22 7.22  C21 1.185
62 H -0.91 1.95 7.06  C22 1.173
63 H 0.06 2.33 8.63  C22 1.185
64 H 0.02 0.53 8.07  C22 1.185
65 H 1.62 4.27 4.49  C23 1.182
66 H 1.36 3.23 2.93  C23 1.180
67 H -1.27 3.03 4.60  C24 1.174
68 H -1.02 3.65 2.80  C24 1.178
69 H -0.74 4.88 4.20  C24 1.183
70 N 5.68 -2.75 -6.42  C71 1.371, C74 1.371, H75 1.012
71 C 4.93 -2.84 -5.27  N70 1.371, C72 1.377, H76 1.082
72 C 3.97 -3.81 -5.46  C71 1.377, C73 1.415, H77 1.082
73 C 4.14 -4.32 -6.77  C72 1.415, C74 1.377, H78 1.082
74 C 5.20 -3.65 -7.34  N70 1.371, C73 1.377, H79 1.082
75 H 6.45 -2.12 -6.57  N70 1.012
76 H 5.16 -2.21 -4.42  C71 1.082
77 H 3.22 -4.11 -4.74  C72 1.082
78 H 3.54 -5.09 -7.25  C73 1.082
79 H 5.65 -3.74 -8.32  C74 1.082



Density functional theory data (ωB97M-V with the def2-TZVPD basis set) for an isolated molecule of C3H2O4S.

Properties
Molecular weight, g mol⁻¹: 134.1
Energy above the lowest of the compared OMol25 structures with the same formula, charge and spin, eV: 0.913
SMILES string: O=C(O)C(=S)C(=O)O

Each atom is followed by the atoms it is bonded to, with distances in Å.
CARTESIAN COORDINATES (ANGSTROEM)
1 O -2.46 -0.04 0.52  C2 1.173
2 C -1.34 -0.35 0.66  O1 1.173, O3 1.344, C4 1.506
3 O -0.87 -1.20 1.59  C2 1.344, H9 1.018
4 C -0.45 0.25 -0.39  C2 1.506, S5 1.599, C6 1.506
5 S -0.88 1.20 -1.61  C4 1.599
6 C 1.03 0.01 -0.24  C4 1.506, O7 1.280, O8 1.329
7 O 1.54 -0.33 0.88  C6 1.280
8 O 1.82 0.64 -1.10  C6 1.329, H10 0.954
9 H 0.14 -1.29 1.55  O3 1.018
10 H 1.48 1.12 -1.85  O8 0.954



HOMO readings, ordered: -0.3591; -0.3795 hartree